a.
DFT (ωB97M-V/def2-TZVPD) results for a cluster of 3 separate species, C2H10N2O3 in total.

Multiplicity   2
Charge   +1
HOMO (spin up / spin down)   -15.086 / -14.813 eV
Kohn-Sham gap (spin up / spin down)   0.4059 / 0.1985 hartree
LUMO energy (spin up / spin down)   -4.0397 / -9.4106 eV

Each atom is followed by the atoms it is bonded to, with distances in Å.
Cartesian coordinates (Å):
1 N 2.127 -0.722 -0.349  C2 1.469, H6 1.014, H7 1.016
2 C 1.373 0.533 -0.235  N1 1.469, C3 1.500, H8 1.101, H9 1.092
3 C -0.108 0.673 -0.420  C2 1.500, N4 1.317, O5 1.247
4 N -0.805 -0.177 -1.147  C3 1.317, H10 1.020, H11 1.012
5 O -0.643 1.732 -0.037  C3 1.247
6 H 2.336 -0.857 -1.332  N1 1.014
7 H 1.609 -1.485 0.078  N1 1.016
8 H 1.610 0.941 0.760  C2 1.101
9 H 1.903 1.177 -0.941  C2 1.092
10 H -0.647 -1.184 -1.167  N4 1.020
11 H -1.657 0.111 -1.609  N4 1.012
12 H -1.581 -3.764 -1.181  O14 0.958
13 H -2.821 -3.152 -0.774  O14 0.950
14 O -1.888 -3.039 -0.636  H12 0.958, H13 0.950
15 H -0.193 1.650 1.757  O17 0.969
16 H 0.591 2.587 2.659  O17 0.967
17 O 0.252 1.682 2.617  H15 0.969, H16 0.967

---

b.
DFT (ωB97M-V/def2-TZVPD) results for a cluster of 3 separate species, C2H10N2O3 in total.

Multiplicity   2
Charge   +1
HOMO (spin up / spin down)   -15.218 / -15.118 eV
Kohn-Sham gap (spin up / spin down)   0.3817 / 0.2008 hartree
LUMO energy (spin up / spin down)   -4.8322 / -9.6533 eV

Each atom is followed by the atoms it is bonded to, with distances in Å.
Cartesian coordinates (Å):
1 N 0.387 1.635 0.283  C2 1.464, H6 1.017, H7 1.009
2 C -0.299 1.412 -0.991  N1 1.464, C3 1.622, H8 1.076, H9 1.089
3 C -0.126 -0.165 -1.330  C2 1.622, N4 1.346, O5 1.216
4 N 1.123 -0.490 -1.711  C3 1.346, H10 1.039, H11 1.014
5 O -0.954 -1.021 -1.086  C3 1.216
6 H 0.169 2.594 0.545  N1 1.017
7 H 0.000 0.998 0.962  N1 1.009
8 H -1.366 1.553 -0.986  C2 1.076
9 H 0.190 1.956 -1.797  C2 1.089
10 H 1.963 -0.041 -1.294  N4 1.039
11 H 1.388 -1.438 -1.955  N4 1.014
12 H 1.641 -1.557 1.680  O14 0.965
13 H 0.153 -1.257 1.752  O14 0.973
14 O 0.789 -1.889 1.374  H12 0.965, H13 0.973
15 H -1.182 -0.549 0.976  O17 0.966
16 H -2.297 -1.189 1.720  O17 0.968
17 O -1.579 -0.554 1.857  H15 0.966, H16 0.968

---

Energetically preferred structure: a | next structure: +0.0179 hartree

---

a.
DFT (ωB97M-V/def2-TZVPD) results for the molecule C7H7NOS.

Multiplicity   1
HOMO (spin up / spin down)   -7.847 / -7.847 eV
Kohn-Sham gap (spin up / spin down)   0.3042 / 0.3041 hartree
LUMO energy (spin up / spin down)   0.4301 / 0.4297 eV

Each atom is followed by the atoms it is bonded to, with distances in Å.
Cartesian coordinates (Å):
1 C 1.584 0.367 0.590  C2 1.354, C3 1.421, H11 1.075
2 C 2.478 -0.628 0.802  C1 1.354, S10 1.722, H12 1.071
3 C 0.662 0.072 -0.451  C1 1.421, C4 1.360, C6 1.499
4 C 0.888 -1.156 -0.991  C3 1.360, S10 1.721, H16 1.073
5 C -1.704 0.604 -0.015  C6 1.509, N8 1.265, H13 1.081
6 C -0.479 0.973 -0.815  C3 1.499, C5 1.509, H14 1.090, H15 1.094
7 C -2.570 -1.687 -0.212  N8 1.234, O9 1.303
8 N -2.086 -0.596 0.101  C5 1.265, C7 1.234
9 O -2.451 -2.835 0.393  C7 1.303, H17 0.976
10 S 2.221 -1.961 -0.258  C2 1.722, C4 1.721
11 H 1.561 1.287 1.146  C1 1.075
12 H 3.279 -0.664 1.511  C2 1.071
13 H -2.251 1.376 0.507  C5 1.081
14 H -0.213 2.009 -0.605  C6 1.090
15 H -0.703 0.880 -1.882  C6 1.094
16 H 0.354 -1.644 -1.784  C4 1.073
17 H -1.864 -2.839 1.174  O9 0.976

---

b.
DFT (ωB97M-V/def2-TZVPD) results for the molecule C7H7NOS.

Multiplicity   1
HOMO   -8.901 eV
Kohn-Sham gap   0.3536 hartree
SMILES   C1=NO[C@@H](c2cccs2)C1
LUMO energy   0.7211 eV

Each atom is followed by the atoms it is bonded to, with distances in Å.
Cartesian coordinates (Å):
1 C 1.572 0.235 -2.436  N2 1.263, C10 1.551, H11 1.100
2 N 2.299 -0.444 -1.658  C1 1.263, O3 1.324
3 O 1.628 -1.083 -0.713  N2 1.324, C4 1.425
4 C 0.243 -0.750 -0.718  O3 1.425, C5 1.519, C10 1.540, H12 1.174
5 C -0.316 -0.169 0.569  C4 1.519, C6 1.302, S9 1.802
6 C 0.233 0.382 1.613  C5 1.302, C7 1.429, H13 1.101
7 C -0.652 0.653 2.703  C6 1.429, C8 1.397, H14 1.112
8 C -1.952 0.239 2.404  C7 1.397, S9 1.735, H15 1.000
9 S -2.070 -0.487 0.832  C5 1.802, C8 1.735
10 C 0.087 0.012 -2.047  C1 1.551, C4 1.540, H16 1.133, H17 1.005
11 H 1.957 0.813 -3.289  C1 1.100
12 H -0.302 -1.774 -0.900  C4 1.174
13 H 1.260 0.717 1.823  C6 1.101
14 H -0.365 0.959 3.732  C7 1.112
15 H -2.830 0.237 2.882  C8 1.000
16 H -0.461 1.003 -2.026  C10 1.133
17 H -0.332 -0.542 -2.773  C10 1.005

---

c.
DFT (ωB97M-V/def2-TZVPD) results for the molecule C7H7NOS.

Multiplicity   1
HOMO   -9.342 eV
Kohn-Sham gap   0.3306 hartree
SMILES   C=C(C)C(=O)c1nccs1
LUMO energy   -0.3471 eV

Each atom is followed by the atoms it is bonded to, with distances in Å.
Cartesian coordinates (Å):
1 C -0.627 0.779 -1.634  C2 1.328, H11 1.105, H12 1.041
2 C -1.307 -0.227 -1.094  C1 1.328, C3 1.509, C4 1.801
3 C -2.236 -1.300 -1.606  C2 1.509, H13 1.072, H14 1.039, H15 1.033
4 C -0.704 -0.485 0.583  C2 1.801, O5 1.212, C6 1.412
5 O -1.360 -1.151 1.354  C4 1.212
6 C 0.581 -0.017 0.935  C4 1.412, N7 1.287, S10 1.773
7 N 1.521 0.539 0.253  C6 1.287, C8 1.371
8 C 2.624 0.851 1.004  N7 1.371, C9 1.352, H16 1.020
9 C 2.386 0.732 2.329  C8 1.352, S10 1.691, H17 1.112
10 S 0.872 0.066 2.682  C6 1.773, C9 1.691
11 H -0.803 1.322 -2.579  C1 1.105
12 H -0.192 1.472 -0.990  C1 1.041
13 H -3.115 -1.271 -0.992  C3 1.072
14 H -2.397 -1.042 -2.600  C3 1.039
15 H -1.973 -2.286 -1.441  C3 1.033
16 H 3.548 1.161 0.700  C8 1.020
17 H 3.181 0.858 3.096  C9 1.112

---

Energetically preferred structure: c | next structure: +0.0033 hartree